{"formula": "C31H37BN4S3SbTc", "method": "the ωB97M-V functional and the def2-TZVPD basis", "symbols": ["Tc", "C", "N", "C", "C", "N", "B", "N", "C", "C", "N", "C", "C", "S", "C", "S", "H", "H", "H", "H", "H", "H", "H", "H", "H", "H", "H", "H", "S", "Sb", "C", "C", "C", "C", "C", "C", "C", "C", "C", "C", "C", "C", "C", "C", "C", "C", "C", "C", "H", "H", "H", "H", "H", "H", "H", "H", "H", "H", "H", "H", "H", "H", "H", "C", "C", "C", "C", "C", "H", "H", "H", "H", "H", "H", "H", "H", "H", "H"], "positions_angstrom": [[0.355, -0.977, -0.377], [4.075, -1.964, 1.058], [3.745, -2.673, -0.167], [4.063, -3.981, -0.459], [3.570, -4.233, -1.695], [2.955, -3.093, -2.152], [2.236, -2.937, -3.521], [0.747, -3.490, -3.442], [0.171, -3.924, -4.613], [-1.115, -4.255, -4.362], [-1.327, -4.022, -3.026], [-2.581, -4.306, -2.344], [-0.185, -3.540, -2.482], [-0.049, -3.213, -0.767], [3.071, -2.158, -1.209], [2.401, -0.547, -1.271], [4.406, -2.690, 1.795], [3.190, -1.449, 1.429], [4.867, -1.239, 0.877], [4.609, -4.600, 0.229], [3.612, -5.124, -2.294], [2.206, -1.780, -3.831], [2.799, -3.635, -4.321], [0.737, -3.966, -5.525], [-1.886, -4.650, -5.000], [-2.846, -5.350, -2.497], [-3.368, -3.665, -2.739], [-2.458, -4.116, -1.283], [-0.005, -0.978, 1.953], [-0.353, 1.282, 2.396], [1.400, 1.969, 3.328], [1.533, 3.327, 3.604], [2.694, 3.791, 4.203], [3.710, 2.901, 4.526], [3.571, 1.549, 4.252], [2.414, 1.076, 3.648], [-1.949, 1.703, 3.680], [-1.803, 1.513, 5.050], [-2.876, 1.765, 5.891], [-4.082, 2.205, 5.364], [-4.226, 2.390, 3.996], [-3.160, 2.135, 3.146], [-0.610, 2.373, 0.642], [-0.048, 1.755, -0.608], [0.175, 2.781, -1.671], [-0.338, 4.035, -1.588], [-1.083, 4.456, -0.469], [-1.168, 3.613, 0.662], [0.743, 4.025, 3.352], [2.805, 4.846, 4.417], [4.615, 3.266, 4.994], [4.365, 0.860, 4.510], [2.299, 0.021, 3.429], [-0.859, 1.180, 5.465], [-2.769, 1.620, 6.958], [-4.917, 2.402, 6.024], [-5.169, 2.730, 3.590], [-3.281, 2.261, 2.077], [0.959, 1.344, -0.362], [0.777, 2.497, -2.523], [-0.170, 4.733, -2.399], [-1.514, 5.446, -0.437], [-1.637, 3.996, 1.562], [-2.631, -0.785, -2.237], [-1.637, 0.377, -2.371], [-2.467, 1.616, -2.745], [-0.655, 0.048, -3.498], [-0.941, 0.511, -1.001], [-3.073, -1.006, -3.212], [-3.444, -0.524, -1.555], [-2.144, -1.682, -1.858], [-3.214, 1.342, -3.492], [-1.860, 2.413, -3.169], [-2.996, 2.015, -1.875], [-1.184, -0.038, -4.450], [-0.142, -0.901, -3.315], [0.115, 0.810, -3.616], [-1.770, 0.517, -0.273]], "atomic_forces_ev_per_a": [[-0.06, 0.96, -0.21], [-0.01, 0.00, 0.03], [0.01, 0.03, -0.04], [-0.02, -0.01, 0.00], [-0.02, 0.00, 0.03], [0.05, 0.03, 0.01], [-0.01, -0.03, 0.00], [-0.04, 0.08, -0.01], [-0.05, -0.01, 0.00], [0.03, -0.02, -0.03], [-0.02, 0.03, 0.01], [-0.01, -0.02, 0.02], [0.07, -0.06, -0.04], [0.00, -0.05, 0.30], [-0.06, -0.02, -0.06], [0.38, -0.12, -0.18], [0.01, 0.00, -0.01], [0.01, 0.00, 0.00], [-0.01, 0.00, 0.00], [0.01, 0.00, 0.00], [0.00, -0.01, -0.01], [-0.01, -0.01, -0.01], [0.00, 0.00, 0.01], [0.00, 0.01, -0.01], [-0.01, 0.00, 0.00], [0.00, 0.00, 0.00], [0.00, 0.00, -0.01], [0.00, 0.01, -0.01], [-0.18, -0.17, -0.05], [0.05, 0.01, 0.07], [-0.07, 0.04, 0.00], [0.01, 0.00, 0.00], [-0.02, 0.00, 0.00], [0.00, 0.01, 0.00], [0.02, -0.02, 0.00], [0.00, 0.02, 0.00], [-0.05, -0.04, -0.06], [0.07, 0.05, 0.00], [0.00, 0.01, 0.00], [0.01, 0.00, 0.01], [-0.01, 0.01, -0.01], [-0.03, -0.08, 0.04], [0.12, -0.14, 0.03], [-0.14, -0.22, 0.10], [0.16, 0.04, -0.02], [0.04, -0.05, -0.05], [-0.04, -0.05, 0.13], [0.08, 0.17, -0.04], [0.00, 0.01, 0.00], [0.00, 0.00, 0.00], [0.00, 0.00, 0.00], [0.00, 0.00, 0.00], [0.00, -0.01, 0.01], [0.00, 0.00, 0.01], [0.00, 0.00, 0.00], [0.00, 0.00, 0.00], [0.00, 0.00, 0.00], [0.00, 0.01, -0.01], [0.11, 0.02, 0.07], [-0.02, 0.00, -0.01], [0.01, -0.02, -0.02], [-0.02, 0.00, 0.00], [0.01, 0.01, 0.01], [0.00, 0.03, 0.01], [0.09, 0.03, -0.17], [0.05, 0.02, 0.00], [0.03, -0.02, 0.02], [-0.54, -0.29, 0.13], [0.00, -0.02, 0.00], [0.01, -0.01, 0.02], [0.00, 0.01, 0.00], [0.00, 0.00, -0.01], [0.00, 0.00, 0.03], [-0.01, 0.01, 0.00], [-0.01, 0.00, 0.00], [0.00, 0.00, -0.01], [-0.01, -0.01, -0.01], [0.01, -0.12, -0.02]], "lowdin_spin": [0.0032, 0.0002, 0.0001, 0.0003, 0.0003, 0.0000, 0.0000, 0.0004, 0.0000, 0.0001, 0.0001, 0.0004, 0.0000, 0.0095, 0.0016, 0.0126, 0.0000, 0.0000, 0.0001, 0.0000, 0.0000, 0.0003, 0.0000, 0.0000, 0.0000, 0.0000, 0.0000, 0.0002, -0.0066, 0.0168, 0.0103, 0.0011, 0.0002, 0.0001, 0.0006, 0.0012, -0.0020, -0.0005, 0.0000, -0.0001, 0.0000, 0.0002, 0.2082, 0.0643, 0.2361, 0.0112, 0.3071, 0.0186, -0.0002, 0.0000, 0.0000, 0.0001, 0.0001, -0.0001, 0.0000, 0.0000, 0.0000, 0.0001, 0.0207, 0.0099, -0.0052, 0.0173, -0.0045, 0.0020, 0.0031, 0.0056, -0.0004, 0.0503, 0.0004, 0.0000, 0.0001, 0.0006, 0.0020, 0.0006, 0.0003, -0.0012, 0.0004, 0.0015], "e_above_lowest_kcal_mol": 12.6, "max_force_ev_per_a": 0.984, "s_squared": 0.81, "orbital_gap_ev": [6.876, 6.347], "spin_multiplicity": 2, "charge": 1}